1.
The following is a quantum chemistry calculation of 3 unconnected molecules or ions with the total composition C2H7NO3 at a distorted geometry, from the Open Molecules 2025 dataset.

As for the expectation value of S²: 0.753. Its LUMO energy (spin up / spin down) is 3.25 / 3.16 eV. As for the charge: -1. The spin multiplicity is 2.

```
13
Properties=species:S:1:pos:R:3:forces:R:3
O 1.939 0.524 -0.570 -0.2 -0.1 -0.1
C 0.922 0.110 -0.135 0.1 0.1 -0.1
N -3.051 -1.126 -0.971 -0.6 -0.6 0.7
C -2.018 -0.403 -0.394 -0.2 0.5 -1.0
O -2.540 0.420 0.685 0.0 -0.1 0.2
H 0.597 0.205 0.927 -0.2 0.0 0.0
H -2.874 -1.406 -1.926 0.2 0.2 -0.1
H -1.566 0.308 -1.138 0.4 0.1 0.4
H -1.169 -0.953 0.075 0.0 -0.3 0.0
H -3.417 0.021 0.778 -0.1 0.1 -0.1
H 3.952 0.918 1.750 -0.2 0.0 -0.1
H 3.360 0.176 0.523 0.3 0.4 0.2
O 4.183 0.355 1.008 0.2 -0.3 0.0
```
Positions in Å, forces in eV/Å.

Atomic charges from the Mulliken analysis, expressed in e, are listed below: -0.45, 0.11, -0.98, 0.28, -0.70, 0.23, 0.06, 0.09, 0.01, 0.35, 0.30, 0.38, -0.67

=====

2.
The following is a quantum chemistry calculation of 2 unconnected molecules or ions with the total composition CH2N2OS at a distorted geometry, from the Open Molecules 2025 dataset.

Its LUMO energy (spin up / spin down) is -0.36 / -0.36 eV. As for the charge: 0.

```
7
Properties=species:S:1:pos:R:3:forces:R:3
C -0.999 0.719 -0.015 1.5 1.1 0.7
N 0.513 -1.420 0.153 2.2 0.6 -0.2
N 0.031 1.296 0.069 -3.2 -0.8 -1.1
O 1.369 -0.568 0.397 -1.4 -2.2 -0.5
S -2.189 -0.299 -0.010 -0.5 -0.1 -0.3
H 0.513 -1.588 -0.916 -0.1 0.2 0.9
H 0.762 1.860 0.323 1.4 1.3 0.5
```
Positions in Å, forces in eV/Å.

Atomic charges from the Mulliken analysis, expressed in e, are listed below: 0.41, -0.06, -0.30, -0.26, -0.32, 0.23, 0.30

=====

3.
The following is a quantum chemistry calculation of a single C11H17NOS molecule at a distorted geometry, from the Open Molecules 2025 dataset.

Its LUMO energy is 0.82 eV. As for the charge: 0.

```
31
Properties=species:S:1:pos:R:3:forces:R:3
C -4.427 -2.146 -1.575 -2.2 -3.4 2.2
C -2.886 -2.449 -1.910 0.8 -0.2 -2.8
C -2.335 -1.307 -1.141 3.9 -5.4 5.9
C -0.366 -2.272 -0.036 0.5 1.6 1.5
C 1.154 -1.872 0.361 -0.7 -0.8 -2.1
C 0.057 0.232 0.771 -0.2 -3.7 0.2
C -0.377 -0.073 -0.680 -1.1 6.7 -1.1
C 0.964 1.349 0.776 -2.7 3.5 1.9
C 0.464 2.634 0.781 -4.0 0.0 -2.5
C 1.369 3.601 0.446 0.5 0.8 0.8
C 2.602 3.086 0.484 1.3 -0.9 1.3
H -5.074 -1.370 -2.124 1.8 -0.7 0.9
H -5.073 -3.067 -1.647 0.7 0.5 -0.9
H -4.629 -2.184 -0.327 1.0 1.2 -3.3
H -2.285 -3.548 -1.782 -2.5 2.9 0.3
H -2.492 -2.186 -3.035 -1.7 -0.7 2.2
H -2.662 -0.428 -1.509 -1.3 2.9 -0.6
H -2.509 -1.650 0.085 -1.0 1.9 -2.9
H -0.839 -2.169 1.092 0.3 -0.4 -2.7
H -0.718 -3.093 -0.599 0.8 -2.3 0.7
H 1.763 -1.489 -0.622 -1.2 -1.2 2.4
H 1.660 -2.767 0.878 -0.6 1.7 -0.7
H -0.912 0.128 1.421 1.9 1.1 -0.8
H 0.387 0.275 -1.482 -1.0 0.0 1.6
H -1.354 0.762 -0.668 2.8 -1.8 -0.7
H -0.617 2.998 0.597 1.3 -1.5 0.8
H 1.134 4.656 0.438 0.2 0.0 -0.3
H 3.353 3.748 0.793 1.8 0.3 -0.3
N -0.853 -1.299 -1.025 -1.0 -1.4 0.3
O 0.942 -0.792 1.261 0.8 -1.8 0.3
S 2.625 1.382 0.995 0.7 1.1 -1.5
```
Positions in Å, forces in eV/Å.

Atomic charges from the Mulliken analysis, expressed in e, are listed below: -1.12, -0.34, -0.54, -0.70, -0.35, 0.55, -0.72, 0.21, -0.63, -0.39, -0.55, 0.31, 0.38, 0.26, 0.30, 0.19, 0.48, 0.21, 0.22, 0.44, 0.20, 0.34, 0.29, 0.10, 0.17, 0.21, 0.38, 0.40, 0.22, -0.48, -0.06

=====

4.
The following is a quantum chemistry calculation of a gas-phase ion, C3HFNO2S (charge -1) at a distorted geometry, from the Open Molecules 2025 dataset.

Its LUMO energy is 3.35 eV. As for the charge: -1.

```
9
Properties=species:S:1:pos:R:3:forces:R:3
C 1.113 0.469 0.246 -4.4 2.4 -0.5
C 1.362 -0.806 -0.080 -0.5 -0.9 0.6
C -0.932 0.911 0.049 4.5 0.0 0.4
N -1.421 -0.312 0.017 -1.0 -0.7 0.0
O 2.280 -1.591 -0.187 0.5 -0.3 -0.5
O -1.454 1.996 0.021 0.0 -0.4 -0.1
F 1.912 1.528 -0.108 0.0 -0.4 0.1
S -0.440 -1.713 0.110 0.6 0.0 -0.1
H -2.420 -0.482 -0.068 0.2 0.3 0.0
```
Positions in Å, forces in eV/Å.

Atomic charges from the Mulliken analysis, expressed in e, are listed below: -0.31, 0.59, 0.41, -0.15, -0.67, -0.58, -0.26, -0.26, 0.22

=====

5.
The following is a quantum chemistry calculation of a molecular structure, C16H23O8PPdSe, from the Open Molecules 2025 dataset.

As for the expectation value of S²: 2.007. Its LUMO energy (spin up / spin down) is 4.45 / 4.44 eV. As for the charge: -2. The spin multiplicity is 3.

```
50
Properties=species:S:1:pos:R:3:forces:R:3
Pd 0.461 1.588 1.607 -0.4 -0.1 -0.3
O -3.636 3.761 1.253 -0.1 -0.1 0.0
C -2.477 3.474 1.415 -0.2 0.2 -0.4
O -1.383 3.552 0.921 0.1 0.1 0.0
C -2.314 2.470 3.082 0.0 -0.3 0.4
O -3.046 2.972 3.890 -0.1 0.2 0.1
O -1.548 1.536 2.944 0.0 0.1 -0.2
O 4.399 2.499 2.992 -0.5 -0.2 -0.2
Se 3.013 1.824 2.437 0.4 0.1 0.3
O 1.711 2.125 3.465 0.4 -0.3 -0.6
O 2.493 2.546 1.000 0.1 -0.5 0.5
O 3.157 0.199 2.177 0.1 0.6 0.1
C -2.002 -1.391 -1.664 -0.1 0.0 -0.1
C -1.758 -0.193 -0.746 0.0 0.1 0.0
C -2.251 1.094 -1.419 -0.1 0.0 0.0
C -2.578 -0.417 0.531 0.0 -0.1 0.0
P 0.010 0.098 -0.162 0.1 0.0 0.3
C 0.465 -1.604 0.403 0.1 0.0 -0.2
C 0.741 -2.680 -0.445 0.0 -0.1 0.0
C 1.101 -3.925 0.053 0.0 0.1 0.0
C 1.184 -4.123 1.427 0.0 0.0 0.0
C 0.911 -3.068 2.283 0.0 0.0 0.0
C 0.566 -1.821 1.774 0.1 0.0 0.1
C 1.120 0.457 -1.640 0.0 0.1 0.0
C 2.545 0.053 -1.227 0.0 -0.1 0.0
C 1.097 1.986 -1.823 0.0 0.0 -0.1
C 0.774 -0.174 -2.990 0.1 0.0 -0.1
H -3.083 -1.483 -1.830 0.0 0.0 0.0
H -1.661 -2.321 -1.208 0.0 0.0 0.0
H -1.528 -1.290 -2.640 0.0 0.0 0.1
H -3.340 1.044 -1.538 0.1 0.0 0.0
H -1.809 1.230 -2.410 0.0 0.0 0.0
H -2.021 1.978 -0.821 0.0 0.0 0.0
H -3.629 -0.556 0.252 0.0 0.0 0.0
H -2.506 0.423 1.215 0.0 0.1 0.0
H -2.246 -1.308 1.072 0.0 0.0 -0.1
H 0.675 -2.553 -1.515 0.0 0.0 0.0
H 1.325 -4.736 -0.632 0.0 0.0 0.0
H 1.479 -5.088 1.824 0.0 0.0 0.0
H 0.998 -3.196 3.356 0.0 0.0 0.0
H 0.413 -0.991 2.451 0.0 0.1 0.0
H 2.805 0.408 -0.226 0.0 0.0 0.0
H 3.245 0.498 -1.945 0.0 0.0 0.1
H 2.679 -1.031 -1.239 0.0 0.0 0.0
H 1.354 2.497 -0.897 0.0 0.0 0.0
H 0.123 2.344 -2.167 0.0 0.0 0.0
H 1.848 2.253 -2.578 -0.1 0.0 0.0
H 0.749 -1.263 -2.971 0.0 0.0 0.0
H 1.553 0.118 -3.706 0.0 0.0 0.0
H -0.179 0.182 -3.385 0.0 0.0 0.0
```
Positions in Å, forces in eV/Å.

Atomic charges from the Mulliken analysis, expressed in e, are listed below: 0.07, -0.59, 0.65, -0.51, 0.56, -0.58, -0.50, -0.80, 1.17, -0.74, -0.75, -0.66, -1.82, 2.16, -1.83, -1.75, 1.03, 0.51, 0.01, -0.83, -0.52, -0.74, -0.32, 2.10, -1.73, -1.73, -1.83, 0.55, 0.33, 0.26, 0.50, 0.27, 0.16, 0.54, 0.24, 0.33, 0.15, 0.41, 0.35, 0.40, 0.37, 0.29, 0.54, 0.26, 0.16, 0.30, 0.52, 0.20, 0.53, 0.33

=====

6.
The following is a quantum chemistry calculation of 3 unconnected molecules or ions with the total composition C4H17N2O2 at a distorted geometry, from the Open Molecules 2025 dataset.

Its LUMO energy is -2.65 eV. As for the charge: +1.

```
25
Properties=species:S:1:pos:R:3:forces:R:3
C 2.930 2.325 -1.085 1.7 1.4 -1.0
C 1.861 1.271 -1.086 -1.0 0.0 -0.4
C 0.868 1.549 0.056 0.0 0.0 0.5
C -0.488 0.898 -0.166 -0.8 0.4 0.4
N -0.313 -0.597 -0.313 0.3 0.2 0.9
N 2.306 -0.135 -1.015 0.1 0.0 0.9
H 2.966 2.906 -0.164 0.0 -0.2 0.1
H 3.963 2.050 -1.345 -0.2 -1.0 0.7
H 2.907 3.060 -1.906 -1.1 0.0 0.3
H 1.249 1.310 -1.994 0.3 0.3 -0.1
H 0.742 2.599 0.331 -0.2 0.2 -0.9
H 1.296 1.245 1.020 0.1 -0.7 -0.1
H -1.156 1.081 0.672 0.3 -0.3 0.3
H -1.116 1.288 -0.968 0.7 -0.1 -0.5
H -0.837 -1.084 -1.042 0.1 0.4 0.1
H 0.726 -0.720 -0.389 0.2 -0.3 -0.7
H 2.352 -0.620 -1.898 0.4 0.3 -0.2
H 3.197 -0.196 -0.528 -0.2 -0.2 -0.2
H -0.571 -1.011 0.576 -0.4 -0.2 0.1
H -3.559 -0.046 1.059 -0.3 0.6 0.1
H -3.202 -1.471 0.884 0.3 -0.1 0.0
O -2.893 -0.583 0.637 -0.1 -0.8 0.1
H -3.389 -4.378 1.961 0.2 0.4 0.1
H -3.372 -3.586 3.263 0.3 0.2 -0.7
O -3.057 -3.543 2.335 -0.5 -0.4 0.5
```
Positions in Å, forces in eV/Å.

Atomic charges from the Mulliken analysis, expressed in e, are listed below: -1.46, 0.53, -0.99, -0.80, -0.23, -0.67, 0.36, 0.40, 0.33, 0.34, 0.49, 0.40, 0.33, 0.38, 0.31, 0.42, 0.24, 0.21, 0.39, 0.30, 0.31, -0.60, 0.33, 0.33, -0.65

=====

7.
The following is a quantum chemistry calculation of a molecular structure, C4H6N at a distorted geometry, from the Open Molecules 2025 dataset.

Its LUMO energy is -5.87 eV. As for the charge: +1.

```
11
Properties=species:S:1:pos:R:3:forces:R:3
C 2.254 0.222 0.695 -6.5 0.8 -1.8
C -0.456 1.208 -1.297 -0.2 -2.0 1.4
C 0.009 0.387 -0.363 -4.2 -4.0 1.4
C -1.022 -1.109 0.582 0.8 -0.3 -4.8
N 1.137 0.365 0.310 7.0 0.2 1.6
H 3.055 0.157 1.345 1.7 -0.2 0.8
H 0.101 2.095 -1.394 0.2 1.2 -1.2
H -1.378 0.822 -1.751 0.4 1.1 -0.1
H -1.852 -0.606 0.987 -0.3 0.9 1.3
H -1.539 -1.797 -0.224 1.5 1.5 1.1
H -0.308 -1.745 1.110 -0.2 0.8 0.3
```
Positions in Å, forces in eV/Å.

Atomic charges from the Mulliken analysis, expressed in e, are listed below: 0.13, -0.54, 0.27, -0.84, -0.04, 0.44, 0.32, 0.28, 0.34, 0.31, 0.34

=====

8.
The following is a quantum chemistry calculation of a molecular structure, C35H32BrCaN5O3S2 at a distorted geometry, from the Open Molecules 2025 dataset.

Its LUMO energy is 4.14 eV. As for the charge: -2.

```
79
Properties=species:S:1:pos:R:3:forces:R:3
Ca 0.506 -1.034 -0.481 -0.9 1.0 -2.7
C 0.537 -2.117 -3.264 0.4 -0.4 -0.4
N -0.609 -1.428 -2.683 -0.3 0.1 -0.2
C -0.937 -0.237 -3.440 -0.1 0.6 -0.2
C 0.030 0.935 -3.282 -0.1 -0.2 -0.5
N 0.099 1.485 -1.937 0.0 -0.1 0.2
C -1.214 1.807 -1.410 -0.3 0.2 0.0
C 1.037 2.559 -1.883 0.5 0.2 0.1
C 0.635 3.872 -1.694 -0.3 0.2 0.0
C 1.540 4.918 -1.579 -0.2 0.3 0.1
C 2.895 4.652 -1.657 0.1 0.3 0.1
C 3.322 3.362 -1.873 0.0 0.1 0.0
C 2.426 2.291 -2.009 0.0 0.0 -0.3
S 3.061 0.731 -2.316 0.2 -0.7 0.2
C -1.712 -2.319 -2.506 -0.5 -0.5 0.3
C -2.881 -2.220 -3.251 -0.1 0.1 -0.3
C -3.957 -3.078 -3.063 -0.1 0.0 -0.1
C -3.874 -4.072 -2.104 -0.2 0.0 -0.1
C -2.720 -4.201 -1.364 -0.1 0.1 -0.1
C -1.619 -3.352 -1.537 -0.1 -0.2 -0.1
S -0.224 -3.682 -0.588 0.5 -0.3 0.5
H 0.362 -2.329 -4.334 0.0 0.1 0.1
H 0.688 -3.060 -2.739 0.0 0.1 -0.1
H 1.440 -1.521 -3.142 0.1 0.1 -0.1
H -1.929 0.102 -3.134 0.0 -0.1 -0.1
H -0.975 -0.466 -4.525 -0.1 0.1 0.2
H -0.315 1.719 -3.991 0.0 -0.1 0.1
H 1.043 0.644 -3.569 -0.1 0.1 0.0
H -1.818 2.412 -2.108 0.0 0.0 0.0
H -1.096 2.346 -0.475 -0.1 -0.1 -0.1
H -1.744 0.888 -1.176 -0.1 0.1 0.0
H -0.416 4.115 -1.630 -0.1 -0.1 0.1
H 1.180 5.930 -1.429 0.0 0.0 0.0
H 3.616 5.456 -1.555 0.0 0.0 0.0
H 4.380 3.139 -1.937 0.0 -0.1 0.0
H -2.985 -1.467 -4.022 0.1 0.0 0.0
H -4.846 -2.968 -3.673 0.0 0.0 0.0
H -4.706 -4.744 -1.940 -0.1 0.0 0.0
H -2.629 -4.971 -0.611 0.0 0.0 0.0
O -1.750 -0.583 4.515 -0.2 0.0 0.0
C -2.819 -0.405 3.724 0.1 0.0 0.0
C -4.071 -0.266 4.320 -0.1 0.0 0.1
C -5.203 -0.061 3.555 0.1 0.0 0.1
C -5.110 -0.006 2.174 -0.2 0.1 -0.1
C -3.879 -0.168 1.571 0.1 0.0 0.0
C -2.725 -0.363 2.318 0.0 0.0 0.1
C -1.438 -0.576 1.599 0.0 0.0 0.6
O -1.421 -0.626 0.347 -1.3 0.4 0.3
N -0.395 -0.743 2.397 -0.5 0.1 0.9
N 0.759 -1.062 1.747 0.6 -0.2 0.8
C 1.705 -1.552 2.460 -0.6 0.2 0.4
C 2.940 -2.050 1.941 0.4 -0.1 -0.5
C 3.870 -2.586 2.838 0.0 0.0 0.0
C 5.069 -3.118 2.421 0.2 -0.1 0.4
C 5.371 -3.106 1.060 0.0 0.0 -0.1
C 4.480 -2.605 0.148 0.0 0.0 -0.2
C 3.211 -2.073 0.525 0.7 -0.3 0.5
O 2.398 -1.653 -0.346 2.3 -0.8 0.3
H -0.970 -0.706 3.864 0.0 0.0 0.0
H -4.134 -0.325 5.397 0.0 0.0 0.1
H -6.160 0.054 4.043 -0.1 0.0 0.1
H -5.994 0.158 1.575 -0.1 0.0 -0.1
H -3.779 -0.163 0.496 0.0 0.0 -0.1
H 1.558 -1.646 3.550 -0.1 0.0 -0.2
H 3.623 -2.586 3.895 0.0 0.0 0.0
H 5.766 -3.539 3.136 0.0 0.0 0.0
H 6.325 -3.502 0.724 0.0 0.0 -0.1
H 4.719 -2.595 -0.907 0.0 0.0 -0.1
Br -2.111 3.370 2.225 -0.1 0.0 0.1
C -0.219 3.149 2.202 0.0 -0.1 -0.2
C 0.559 3.929 3.036 0.3 0.0 0.0
C 1.934 3.756 2.936 -0.2 -0.2 -0.2
C 2.435 2.820 2.039 0.1 0.1 0.1
C 1.546 2.087 1.266 0.1 0.1 0.2
N 0.233 2.264 1.351 -0.2 0.0 0.2
H 0.117 4.635 3.723 0.0 0.0 0.0
H 2.598 4.349 3.551 0.0 0.0 0.0
H 3.498 2.661 1.937 0.1 0.0 -0.1
H 1.875 1.340 0.558 0.3 0.0 -0.1
```
Positions in Å, forces in eV/Å.

Atomic charges from the Mulliken analysis, expressed in e, are listed below: 2.25, -1.32, 1.66, -1.77, -1.62, 2.03, -1.11, -0.91, -0.10, -0.90, -0.54, -0.79, 0.67, -0.41, -0.15, -0.30, -0.84, -0.56, -0.87, 0.51, -0.52, 0.29, 0.50, 0.24, 0.56, 0.51, 0.43, 0.48, 0.29, -0.04, 0.10, 0.34, 0.36, 0.35, 0.37, 0.33, 0.35, 0.35, 0.40, -0.73, 0.61, -0.74, -0.35, -1.04, -0.42, 0.27, -0.22, -0.05, -0.57, 0.24, -0.72, 0.93, -0.72, -0.73, -0.43, -0.92, -0.32, -0.23, 0.64, 0.39, 0.36, 0.40, 0.35, 0.08, 0.32, 0.35, 0.38, 0.40, -0.17, -0.01, -0.62, -0.30, -1.30, -0.07, 0.46, 0.43, 0.37, 0.48, 0.61

=====

How do the records compare in energy above the lowest of the compared OMol25 structures with the same formula, charge and spin? In the order shown, they have 2.271, 1.790, 7.728, 2.340, 1.033, 0.880, 3.529, 1.190 eV.